ORCA calculation (ωB97M-V/def2-TZVPD) on a 3-piece molecular cluster, C6H6N2O2 overall at a distorted geometry.

Results
LUMO ... -0.79 eV
ΔE to the lowest compared entry with this formula, charge and spin ... 5.226 eV
HOMO level ... -8.93 eV

The geometry in ORCA input format:
```
! RIJCOSX wB97M-V def2-TZVPD def2/J DEFGRID3
* xyz 0 1
O -2.27251 2.77198 -0.88208
C -1.53123 1.83611 -1.11420
C -0.50629 1.36669 -0.18999
C -0.34627 1.60085 1.17779
C 0.44921 0.56121 1.68855
C 0.70592 -0.30554 0.62443
N 0.29922 0.30968 -0.52392
C 0.89022 -1.74658 0.66241
N 1.82311 -2.52307 0.80236
H -1.64534 1.22955 -2.03983
H -0.81531 2.41114 1.72967
H 0.75994 0.38976 2.71502
H 0.20349 -0.22002 -1.39701
O 0.64921 -2.32667 -1.24808
H -0.30764 -2.34532 -1.35354
H 1.64426 -3.00979 -0.65156
*
```

=====

ORCA calculation (ωB97M-V/def2-TZVPD) on a 2-piece molecular cluster, C6H6N2O2 overall at a distorted geometry.

Results
LUMO ... 0.50 eV
ΔE to the lowest compared entry with this formula, charge and spin ... 3.431 eV
HOMO level ... -8.99 eV

The geometry in ORCA input format:
```
! RIJCOSX wB97M-V def2-TZVPD def2/J DEFGRID3
* xyz 0 1
O -1.58408 -1.36525 -0.24903
C -0.45144 -0.92179 -0.13327
C 0.77496 -1.68014 0.10987
C 1.95934 -1.04579 0.17629
N 2.07007 0.31867 0.05243
C 0.98367 1.16579 -0.14517
O 1.05727 2.37087 -0.19720
N -0.20900 0.45927 -0.26015
H 0.66190 -2.75520 0.19732
H 2.90577 -1.56785 0.31336
H 2.96624 0.76084 0.04437
H -1.02673 1.03932 -0.47072
C -2.88450 0.29742 0.06032
C -2.33503 1.31658 0.43016
H -3.11661 -0.61384 -0.65806
H -1.77184 2.22110 0.72950
*
```

=====

ORCA calculation (ωB97M-V/def2-TZVPD) on one molecule with the formula C6H6N2OS at a distorted geometry.

Results
LUMO (alpha / beta) ... -0.84 / -1.12 eV
ΔE to the lowest compared entry with this formula, charge and spin ... 3.885 eV
HOMO level (alpha / beta) ... -7.28 / -7.08 eV

The geometry in ORCA input format:
```
! RIJCOSX wB97M-V def2-TZVPD def2/J DEFGRID3
* xyz 0 1
C -2.77318 0.99579 -0.30481
C -1.80610 0.76354 0.79250
C -2.31375 0.22999 -1.32572
C -0.88767 -0.12099 0.28412
C 2.68292 -0.36483 1.41382
C 2.39086 -0.62284 -0.93720
N 2.88170 -0.21048 0.11663
N 0.23847 -0.74583 0.70424
O -1.16434 -0.49226 -1.05825
S 1.07675 -0.29474 2.03310
H -3.57590 1.57008 -0.39131
H -1.99740 1.06041 1.82177
H -2.50745 -0.00060 -2.42866
H 3.52955 -0.29631 2.08664
H 2.71503 -0.21432 -1.91276
H 1.51051 -1.25660 -0.89411
*
```

=====

ORCA calculation (ωB97M-V/def2-TZVPD) on one molecule with the formula C6H6N2S at a distorted geometry.

Results
LUMO ... 0.68 eV
ΔE to the lowest compared entry with this formula, charge and spin ... 0.576 eV
HOMO level ... -9.17 eV

The geometry in ORCA input format:
```
! RIJCOSX wB97M-V def2-TZVPD def2/J DEFGRID3
* xyz 0 1
N -3.40898 0.90054 0.61834
C -2.69633 0.05663 0.29563
N -1.92686 -0.98203 -0.01895
C -0.81164 -0.91798 -1.02560
C 0.34091 -0.03146 -0.58909
C 1.42738 -0.56761 0.09112
C 2.15377 0.46657 0.73885
C 1.77765 1.73676 0.32894
S 0.28726 1.65526 -0.54101
H -1.70876 -1.39115 0.87600
H -1.38002 -0.49620 -1.85456
H -0.60683 -2.03610 -1.16195
H 1.48175 -1.57023 0.11990
H 2.97454 0.44119 1.42026
H 2.09617 2.73580 0.70212
*
```

=====

ORCA calculation (ωB97M-V/def2-TZVPD) on an isolated ion of composition C6H6N3O and charge +1 at a distorted geometry.

Results
LUMO ... -6.09 eV
ΔE to the lowest compared entry with this formula, charge and spin ... 5.280 eV
HOMO level ... -14.05 eV

The geometry in ORCA input format:
```
! RIJCOSX wB97M-V def2-TZVPD def2/J DEFGRID3
* xyz 1 1
C -1.62492 0.82178 1.37237
C -1.00568 1.47084 2.38598
C -0.46339 0.43714 0.50877
C 0.76271 0.90816 1.19387
C 2.00458 -0.19924 -0.39390
C 1.01452 -1.56780 -2.15500
N -0.28125 -0.37335 -0.46417
N 0.35082 1.55125 2.28436
N 0.95852 -0.76207 -0.90857
O 3.16015 -0.12442 -0.26810
H -2.56198 0.63025 0.91103
H -1.44460 2.02716 3.12797
H 2.10502 -1.28856 -2.51197
H 0.12774 -1.34269 -2.63386
H 1.11173 -2.57941 -1.90341
H 0.86665 2.22371 2.87435
*
```

=====

ORCA calculation (ωB97M-V/def2-TZVPD) on C6H6N3O as an isolated structure at a distorted geometry.

Results
LUMO (alpha / beta) ... -4.37 / -8.54 eV
<S²> ... 2.01
ΔE to the lowest compared entry with this formula, charge and spin ... 5.229 eV
HOMO level (alpha / beta) ... -12.16 / -14.56 eV

The geometry in ORCA input format:
```
! RIJCOSX wB97M-V def2-TZVPD def2/J DEFGRID3
* xyz 1 3
C 0.95322 0.08006 -1.05061
C -1.07870 1.30939 0.15683
C -0.90221 -1.53513 0.17908
C 0.75329 1.11821 0.02653
C -0.43296 -0.60628 -0.92674
C -0.92496 -0.07878 0.57729
N 1.81955 -0.11873 -1.89906
N 0.82525 0.55980 2.25185
N 0.29828 0.41828 1.13999
O -1.69979 2.28161 0.00966
H -1.82750 -2.16394 0.00754
H -0.14798 -2.01885 0.77534
H 1.51529 1.93783 0.22849
H -1.16155 -0.56626 -1.83739
H 1.82963 -0.89614 -2.62288
H 0.18113 0.27894 2.98406
*
```

=====

Please write out number 6 again, unchanged.
ORCA calculation (ωB97M-V/def2-TZVPD) on C6H6N3O as an isolated structure at a distorted geometry.

Results
LUMO (alpha / beta) ... -4.37 / -8.54 eV
<S²> ... 2.01
ΔE to the lowest compared entry with this formula, charge and spin ... 5.229 eV
HOMO level (alpha / beta) ... -12.16 / -14.56 eV

The geometry in ORCA input format:
```
! RIJCOSX wB97M-V def2-TZVPD def2/J DEFGRID3
* xyz 1 3
C 0.95322 0.08006 -1.05061
C -1.07870 1.30939 0.15683
C -0.90221 -1.53513 0.17908
C 0.75329 1.11821 0.02653
C -0.43296 -0.60628 -0.92674
C -0.92496 -0.07878 0.57729
N 1.81955 -0.11873 -1.89906
N 0.82525 0.55980 2.25185
N 0.29828 0.41828 1.13999
O -1.69979 2.28161 0.00966
H -1.82750 -2.16394 0.00754
H -0.14798 -2.01885 0.77534
H 1.51529 1.93783 0.22849
H -1.16155 -0.56626 -1.83739
H 1.82963 -0.89614 -2.62288
H 0.18113 0.27894 2.98406
*
```